{
  "formula": "C24H33Cl2N4O3Y",
  "method": "ωB97M-V/def2-TZVPD",
  "species": ["C", "H", "C", "H", "H", "C", "H", "C", "O", "H", "C", "H", "H", "H", "C", "H", "C", "H", "C", "H", "C", "H", "H", "H", "H", "H", "H", "C", "H", "H", "C", "Y", "C", "O", "H", "Cl", "O", "Cl", "C", "H", "H", "C", "C", "H", "C", "N", "C", "C", "H", "H", "C", "C", "H", "H", "H", "N", "H", "H", "N", "C", "H", "H", "C", "C", "H", "N", "C"],
  "positions_angstrom": [[-1.599, -0.154, -5.064], [-2.660, 0.159, 0.386], [0.038, -1.581, -6.037], [3.680, 0.545, 5.567], [-1.438, -0.403, -7.219], [-1.366, 2.672, -1.847], [-2.095, 3.020, 2.486], [0.247, -5.290, 1.219], [-1.259, 1.570, 0.919], [2.734, 2.243, -2.345], [0.735, 1.325, -2.393], [3.865, 0.646, 1.418], [5.744, 0.985, 2.559], [-5.074, 0.664, 2.612], [-2.249, -0.237, -2.834], [-4.824, 0.361, 0.862], [0.663, -3.242, -0.046], [-1.520, 3.133, -2.872], [-0.141, -1.539, -3.634], [1.138, -2.691, -0.856], [0.505, -1.996, -4.779], [5.567, 2.247, 3.815], [-1.192, -2.378, 3.924], [-3.237, 2.344, 3.681], [0.970, 0.330, -2.821], [1.792, 2.617, -3.770], [1.264, -2.777, -4.669], [3.278, 0.768, 2.347], [5.914, 0.586, 4.281], [0.483, -2.044, -6.923], [0.017, -2.508, 0.949], [0.864, 1.204, 0.317], [-0.584, -0.989, 2.434], [2.017, 0.774, 2.274], [3.109, 2.159, 4.954], [1.174, 3.680, 0.931], [-2.935, -0.938, -2.118], [2.782, -0.524, -0.516], [-3.117, 2.701, 2.657], [0.231, -1.819, -2.654], [-5.447, 1.942, 1.426], [-4.753, 1.119, 1.658], [0.755, -4.632, 0.088], [-3.825, 3.502, 2.458], [-0.485, -3.189, 2.076], [-0.083, -1.133, 1.200], [5.357, 1.195, 3.557], [-0.371, 1.516, -1.686], [0.314, -6.383, 1.286], [-2.389, 2.465, -1.453], [-0.356, -4.559, 2.262], [1.706, 2.469, -2.684], [-0.731, -4.988, 3.207], [-2.369, 1.009, -2.866], [1.234, -5.221, -0.682], [-0.840, -2.194, 2.986], [-2.383, 0.607, -5.105], [-0.750, -0.067, 2.960], [3.937, 0.862, 3.510], [-0.999, -0.640, -6.222], [2.194, 0.676, 4.566], [1.396, 3.399, -2.163], [3.189, 1.076, 4.742], [-1.170, -0.599, -3.804], [-0.864, 3.456, -1.213], [-3.375, 1.604, 1.728], [-2.414, 1.084, 0.974]],
  "forces_ev_per_a": [[0.811, 0.148, -0.179], [0.019, 0.840, 0.270], [0.045, -0.118, -0.795], [-0.116, 0.214, -0.207], [0.766, -0.145, 0.852], [1.591, 1.763, 1.069], [0.054, 0.274, 0.099], [-0.598, 0.208, 0.789], [-1.621, -0.367, 1.254], [-0.411, -0.198, 0.012], [1.559, 1.505, -0.578], [-0.006, 0.071, 0.480], [0.270, 0.135, 0.118], [0.230, 0.201, -0.315], [0.378, 3.368, 1.358], [-0.019, 0.303, 0.322], [0.132, -0.052, -0.348], [0.606, -0.778, 0.899], [-0.082, 0.671, -0.605], [-0.092, -0.322, 0.109], [-0.708, 0.005, -0.057], [-0.456, -0.273, -0.188], [0.193, 0.253, -0.577], [-0.052, 0.042, 0.048], [0.708, 0.459, 1.197], [0.100, 0.377, 0.098], [-0.105, 0.498, -0.292], [-1.124, 0.029, 0.135], [-0.400, -0.073, -0.164], [-0.073, 0.226, 0.261], [-0.135, 0.024, 1.208], [-0.173, -1.401, -0.373], [0.740, -1.412, -2.048], [1.794, -0.082, 0.602], [0.068, -0.489, 0.033], [0.193, -0.012, -0.057], [0.700, 0.242, -0.673], [-0.156, 0.399, -0.017], [0.143, -0.367, -0.467], [-0.423, -0.090, 0.006], [0.340, -0.194, 0.019], [-0.026, -0.456, -0.149], [-0.324, 0.744, 0.188], [0.067, 0.139, 0.062], [0.655, 0.384, 0.127], [-0.295, 1.025, 0.966], [0.286, -0.256, -0.462], [-3.094, -1.845, -1.574], [0.051, 0.553, 0.050], [0.846, -0.005, 0.013], [-0.130, -0.552, -0.241], [-0.102, 0.091, -1.033], [0.324, -0.108, -0.703], [-0.450, -3.223, -0.109], [0.045, 0.101, -0.018], [-0.480, -0.735, 0.740], [0.101, -0.371, -0.032], [-0.012, 0.179, -0.064], [0.070, 0.570, 0.175], [0.075, -0.733, 0.309], [-0.042, 0.051, 0.275], [0.075, -0.480, -0.514], [-0.140, 0.130, -0.192], [-1.495, -0.988, -0.194], [-1.168, 0.163, -0.416], [-0.614, -0.118, 0.165], [1.088, -0.142, -0.667]],
  "total_energy_ha": -2337.85289,
  "largest_force_ev_per_a": 3.93,
  "orbital_gap_ev": [5.62, 5.62],
  "homo_ev": [-5.568, -5.569]
}